[1]
C21H53F3IN15O30 | ωB97M-V/def2-TZVPD

Its spin multiplicity is 1. The value obtained for the total energy is -4506.421835 hartree.

Last column: Löwdin charge in e.
Atoms and positions in Å:
O  -1.75  -7.68  -3.94  0.055
H  -4.26  1.94  -3.27  0.097
H  -5.14  -0.43  3.97  0.082
H  -0.43  -5.82  -2.71  0.079
C  -0.26  -6.63  4.11  0.017
O  3.95  -7.34  -0.37  0.071
O  -0.70  -6.70  -5.57  0.058
N  -4.02  -3.16  -0.66  -0.437
C  -0.03  -3.47  -0.08  -0.427
O  7.54  2.74  -1.67  0.071
H  -0.86  5.56  -7.53  0.102
H  -3.70  -3.56  -2.69  0.104
N  -0.85  -6.98  -4.39  -0.453
H  6.83  7.54  -3.84  0.101
H  -4.63  -2.55  3.94  0.058
H  -1.07  -0.95  1.70  0.043
O  -7.85  3.45  -0.52  0.067
H  2.32  8.12  -5.84  0.046
C  -0.99  -0.19  0.87  -0.202
H  0.38  -6.63  3.24  0.079
N  7.47  3.40  -0.65  -0.444
O  -2.96  -1.21  2.77  0.024
N  -6.95  4.13  -0.98  -0.443
O  -6.63  -2.42  5.58  0.047
H  -5.09  0.19  2.28  0.110
H  2.80  5.73  0.56  0.103
O  0.11  8.40  -7.54  0.077
F  2.80  -3.91  4.22  0.083
H  3.37  -6.69  2.70  0.086
H  0.60  -7.28  -2.92  0.103
C  -4.67  0.27  3.28  0.063
C  -5.96  4.68  -0.01  0.040
O  4.18  -5.51  0.78  0.049
O  -4.19  -3.96  0.24  0.076
O  -3.45  2.46  -1.08  0.018
H  -1.14  6.79  -8.80  0.097
F  1.58  -2.25  5.27  0.046
C  -4.54  -3.53  -2.00  0.054
C  -0.36  -3.27  7.50  0.049
N  -1.20  -7.78  4.02  -0.441
C  6.61  6.65  -3.25  0.052
N  0.73  -2.44  0.61  -0.097
H  0.86  -5.84  -3.96  0.097
H  4.06  -8.22  2.07  0.104
O  -1.11  -8.50  3.04  0.057
H  -2.93  2.88  -4.01  0.101
C  1.72  -3.03  4.08  -0.410
C  3.38  -7.39  1.87  0.043
H  0.24  -3.39  8.40  0.107
O  -3.45  -2.09  -0.56  0.045
H  -1.33  0.81  1.30  0.066
N  3.88  -6.68  0.66  -0.445
C  -3.77  2.91  -3.33  0.042
H  2.47  9.07  -4.32  0.103
O  4.67  10.17  -5.13  0.053
O  3.32  3.47  -0.59  0.000
H  1.00  -1.39  2.78  0.124
H  2.82  -1.48  2.88  0.134
O  -7.00  -4.29  4.55  0.077
H  7.65  1.88  0.77  0.101
O  0.12  -3.85  -1.24  0.092
O  1.87  4.37  -1.94  -0.019
H  4.09  5.94  -0.68  0.072
F  0.47  -3.70  3.92  0.049
H  6.96  3.41  1.39  0.095
H  -6.51  5.31  0.70  0.102
C  1.16  -1.32  -0.28  -0.205
H  -5.02  -4.50  -1.94  0.100
O  -2.68  4.33  -1.88  0.050
H  2.28  -1.16  -0.21  0.124
H  6.77  5.75  -3.83  0.102
C  1.89  -2.11  2.79  -0.029
O  -1.99  -7.92  4.94  0.071
H  2.20  9.91  -5.88  0.102
H  -4.25  -3.46  5.45  0.102
H  5.96  2.35  0.34  0.094
C  -0.39  6.25  -8.23  0.049
H  2.42  6.51  -1.01  0.099
H  -5.23  5.27  -0.55  0.091
C  1.84  -3.00  1.43  -0.120
H  -0.85  -5.72  4.16  0.071
N  2.71  4.42  -1.06  -0.451
H  1.67  -4.08  1.74  0.130
H  -1.67  -0.47  -0.02  0.070
H  7.19  6.63  -2.33  0.091
H  -5.26  -2.76  -2.29  0.102
O  -1.02  -4.14  0.71  0.048
O  4.83  7.68  -2.20  0.043
H  0.26  -3.28  6.62  0.060
H  -5.49  3.84  0.50  0.094
N  4.13  9.17  -5.58  -0.443
O  7.78  4.58  -0.54  0.048
O  -6.79  4.41  -2.15  0.051
H  2.87  -2.89  0.95  0.133
H  -4.48  3.68  -3.62  0.092
H  0.30  5.73  -8.90  0.104
H  0.86  -1.44  -1.36  0.108
N  5.18  6.71  -2.86  -0.429
C  3.03  5.76  -0.50  0.033
C  6.97  2.71  0.56  0.043
O  4.45  5.80  -3.23  0.067
H  0.33  -6.76  5.02  0.100
N  0.40  7.23  -7.44  -0.424
H  1.18  0.38  1.15  0.076
C  0.49  0.04  0.32  -0.707
N  -3.26  3.26  -1.98  -0.447
O  4.69  8.26  -6.17  0.051
O  -2.09  -4.54  8.35  0.077
N  -3.23  -0.09  3.18  -0.420
N  -1.31  -4.41  7.43  -0.436
H  -4.75  1.29  3.65  0.100
I  0.37  1.58  -1.23  0.921
C  0.12  -6.43  -3.42  0.040
N  -6.28  -3.38  4.92  -0.446
H  -0.95  -2.35  7.54  0.108
O  1.29  6.78  -6.74  0.051
C  2.66  9.06  -5.39  0.036
H  -4.67  -4.34  3.95  0.103
H  2.38  -7.74  1.65  0.099
H  -1.60  -3.39  1.01  0.095
C  -4.84  -3.44  4.53  0.051
O  -2.42  0.76  3.51  0.070
O  -1.22  -5.12  6.45  0.049

---

[2]
C21H53N3O9S | ωB97M-V/def2-TZVPD

The structure (SMILES) is CCOS(C)(=O)=O.CC#N.CC#N.CC#N.CCO.CCO.CCO.CCO.CCO.CCO. Its spin multiplicity is 1. The value obtained for the total energy is -2071.448989 hartree.

Last column: Löwdin charge in e.
Atoms and positions in Å:
H  -0.60  3.72  4.56  0.078
C  1.31  2.35  -2.76  -0.246
C  5.15  0.68  -1.81  -0.277
H  2.35  -3.36  -3.58  0.077
O  4.12  1.48  -1.22  -0.293
C  4.83  0.95  1.22  -0.101
C  -1.18  4.08  0.47  -0.280
H  -6.99  -1.19  3.84  0.071
H  1.81  2.41  -1.80  0.082
S  3.40  0.88  0.10  0.580
C  -2.55  3.57  0.85  -0.079
O  -1.97  0.03  -3.23  -0.115
C  -6.42  -1.85  3.19  -0.097
H  -1.08  5.11  0.79  0.121
H  -4.48  -0.96  3.63  0.104
H  -3.49  -1.97  1.90  -0.003
N  2.92  -0.47  4.01  0.142
C  6.23  1.65  -2.28  -0.051
C  -0.02  2.09  3.60  -0.288
H  -3.38  -0.88  -6.14  0.070
H  -5.21  -0.36  2.19  0.105
H  -2.18  -5.17  3.17  0.092
H  -1.62  0.77  -0.61  0.081
C  -0.76  0.26  -0.18  -0.028
H  5.45  1.81  0.96  0.069
C  1.46  -2.78  -3.37  -0.078
H  -0.22  -0.29  -0.94  0.070
H  -0.36  2.59  -1.82  0.052
H  -1.22  0.63  -3.10  0.021
H  4.72  0.15  -2.66  0.116
H  -2.72  2.52  0.60  0.062
H  7.14  1.25  -2.72  0.082
H  -6.25  -2.76  3.76  0.073
H  5.43  0.05  1.23  0.070
C  1.21  -2.32  3.34  -0.070
H  6.38  2.35  -1.46  0.078
H  5.78  2.24  -3.09  0.081
H  0.69  -3.00  -4.11  0.075
N  -1.74  -1.28  1.70  0.171
O  0.73  -4.39  -1.82  -0.119
H  -2.82  3.75  1.88  0.074
C  1.05  -2.99  -1.93  -0.307
H  4.43  1.19  2.21  0.053
H  2.98  1.27  -3.46  0.050
C  -2.99  -1.03  -5.12  -0.091
H  1.32  -3.26  3.85  0.079
C  1.90  1.27  -3.68  -0.050
C  -1.21  -4.67  3.17  -0.060
H  -2.12  -1.69  -5.20  0.069
C  -1.31  -0.63  0.86  -0.184
C  -0.61  -4.94  1.87  -0.243
H  -0.41  4.67  -1.25  0.100
C  -5.08  -1.28  2.78  -0.356
O  -4.41  -2.27  2.01  -0.112
H  -0.98  0.20  3.67  0.039
H  -0.42  3.48  0.98  0.093
H  1.17  -2.41  2.25  0.081
H  -1.74  0.75  -5.14  0.110
H  0.14  -2.44  -1.66  0.097
H  1.70  -1.72  -3.55  0.043
H  1.77  1.43  -4.74  0.079
H  -0.55  -5.05  3.95  0.085
H  1.54  0.27  -3.45  0.053
C  -1.28  1.24  3.70  -0.086
O  3.02  -0.47  -0.15  -0.272
H  -3.76  -1.56  -4.57  0.073
O  -1.03  4.00  -0.95  -0.087
O  -0.06  1.94  -2.52  -0.148
H  0.57  1.89  2.71  0.089
O  2.44  1.82  0.55  -0.279
N  -0.09  -5.19  0.88  0.173
H  -3.28  4.15  0.27  0.081
H  -3.34  1.00  -4.41  0.106
H  -7.00  -2.06  2.29  0.076
H  0.24  -1.89  3.62  0.054
H  5.56  -0.04  -1.10  0.110
H  -1.34  -3.59  3.30  0.053
H  0.24  -4.53  -0.99  0.001
C  2.17  -1.29  3.73  -0.260
H  1.24  3.31  -3.29  0.116
O  -0.34  3.50  3.66  -0.096
H  -0.11  0.97  0.33  0.069
H  0.60  1.92  4.49  0.107
C  -2.52  0.28  -4.54  -0.309
H  1.84  -2.74  -1.22  0.096
H  -1.99  1.46  2.90  0.055
H  -1.82  1.41  4.63  0.077

---

Number 1: HOMO-LUMO gap 8.83 eV. Number 2: HOMO-LUMO gap 9.61 eV.